No. 1
{
  "formula": "C5H7NO2",
  "method": "ωB97M-V with the def2-TZVPD basis set",
  "elements": ["C", "C", "C", "C", "C", "H", "H", "H", "H", "H", "H", "H", "N", "O", "O"],
  "positions_angstrom": [[0.949883, -0.554407, 0.712115], [0.272106, -0.768106, -0.739706], [-0.465909, -0.111448, 1.009160], [-0.484974, 1.224188, 0.154836], [-0.096841, 0.636990, -1.152803], [0.658186, -2.467956, 1.091564], [1.837797, -0.004868, 0.870385], [0.742420, -1.483183, -1.593368], [-0.723903, -0.189948, 2.078632], [-0.333356, 2.397491, 0.301827], [-1.794659, 2.031666, -1.158786], [0.504138, 1.102422, -2.002801], [-1.530936, 1.003466, -0.916725], [1.382973, -1.727488, 1.329678], [-0.916928, -1.088819, 0.015993]],
  "atomic_forces_ev_per_a": [[0.649, -1.547, -1.353], [1.074, -0.626, -0.559], [1.532, 1.007, -0.147], [-1.369, 1.828, -0.643], [0.835, 2.096, -1.762], [2.319, 2.336, 0.949], [0.490, 1.884, -0.294], [-1.580, 1.297, 2.293], [-0.787, 0.035, -0.831], [0.043, -3.138, 0.697], [1.020, -2.470, -0.391], [-0.878, -0.284, 1.555], [0.122, 2.102, 0.113], [-2.941, -3.367, -0.784], [-0.529, -1.152, 1.158]],
  "lowdin_charge": [-0.29, -0.18, -0.16, -0.18, -0.25, 0.17, 0.14, 0.20, 0.16, 0.18, 0.13, 0.16, 0.04, -0.05, -0.07],
  "e_above_lowest_kj_mol": 485.8,
  "e_lumo_ev": 0.89,
  "total_charge": 0
}


No. 2
{
  "formula": "C5H7NO2S",
  "method": "ωB97M-V with the def2-TZVPD basis set",
  "elements": ["C", "C", "C", "C", "C", "N", "O", "O", "S", "H", "H", "H", "H", "H", "H", "H"],
  "positions_angstrom": [[2.993041, 0.624463, 0.274756], [1.755586, 0.240093, 0.868746], [2.633589, 1.598297, -0.647883], [0.841661, 1.153829, 0.385806], [-2.620895, -1.691963, -0.073977], [-1.709063, -0.747434, -0.595695], [-2.494774, 0.945734, 1.054413], [1.414381, 1.962793, -0.483694], [-1.710370, 0.882257, -0.156072], [3.707874, -0.090450, 0.261162], [1.679387, -0.407362, 1.612203], [3.108128, 2.159299, -1.481906], [-3.113688, -2.184003, -1.003597], [-2.190286, -2.328303, 0.753813], [-3.505641, -1.211615, 0.381392], [-0.788924, -0.905630, -1.149466]],
  "atomic_forces_ev_per_a": [[-2.894, 1.373, -1.891], [-0.229, 4.172, -2.680], [4.537, -0.243, -0.505], [-2.715, -1.799, 1.263], [-1.605, -1.576, -0.447], [3.211, 2.853, -1.447], [-0.484, 0.330, 0.369], [-2.989, 0.906, -0.700], [1.886, -0.956, 0.336], [2.984, -1.255, -0.050], [-0.753, -2.909, 2.901], [0.164, -0.705, 1.052], [1.097, -0.155, 1.850], [-0.448, 0.136, -1.306], [0.698, 0.325, -0.090], [-2.460, -0.497, 1.346]],
  "lowdin_charge": [-0.06, -0.09, -0.18, -0.18, -0.19, -0.38, -0.50, -0.04, 0.97, 0.06, 0.05, 0.14, 0.11, 0.10, 0.07, 0.14],
  "e_above_lowest_kj_mol": 519.8,
  "e_lumo_ev": [-0.58, -0.65],
  "total_charge": 0
}


No. 3
{
  "formula": "C5H7NO2S",
  "method": "ωB97M-V with the def2-TZVPD basis set",
  "elements": ["C", "C", "C", "C", "C", "N", "O", "O", "S", "H", "H", "H", "H", "H", "H", "H"],
  "positions_angstrom": [[1.745006, -0.367804, -3.625669], [0.974270, -0.714192, -1.289105], [-1.267867, 0.822780, 1.234862], [-0.420219, -0.302899, 0.620130], [2.022688, -0.092851, -2.246123], [1.490825, -0.598808, -4.723563], [0.848176, -1.929073, -1.243365], [0.383598, 0.201345, -0.442193], [3.614540, -0.842524, -1.610637], [-0.743138, 1.666432, 1.551813], [-2.137072, 1.013569, 0.654761], [-1.637686, 0.643007, 2.211449], [-1.031458, -1.169019, 0.372646], [0.284499, -0.872303, 1.243884], [1.935098, 0.996293, -1.948073], [3.183431, -1.995268, -1.885967]],
  "atomic_forces_ev_per_a": [[-0.354, 0.195, 0.618], [0.162, -0.405, -0.487], [0.592, -1.610, -0.083], [0.107, -1.039, 1.268], [-5.448, 2.567, 0.712], [0.246, -0.141, -0.374], [-0.252, 1.025, 0.419], [0.599, -0.490, -1.687], [5.157, 1.214, 2.123], [1.316, 1.835, -0.747], [-0.435, 0.557, -0.789], [-0.610, -1.535, 1.008], [-0.485, 0.366, -1.022], [-0.022, 0.905, 0.781], [0.806, -0.995, -0.928], [-1.380, -2.450, -0.813]],
  "lowdin_spin": [0.05, 0.10, 0.00, 0.00, 0.28, 0.08, 0.08, 0.02, 1.30, 0.00, 0.00, 0.00, 0.00, 0.00, 0.00, 0.08],
  "multiplicity": 3,
  "e_above_lowest_kj_mol": 77.0,
  "e_lumo_ev": [0.45, -3.78],
  "total_charge": 0,
  "s_squared": 2.01
}


No. 4
{
  "formula": "C5H7NO3",
  "method": "ωB97M-V with the def2-TZVPD basis set",
  "elements": ["C", "C", "C", "C", "C", "H", "H", "H", "H", "H", "H", "H", "N", "O", "O", "O"],
  "positions_angstrom": [[2.406999, -1.208520, -0.341403], [3.200671, -0.067560, 0.185052], [2.688713, 1.280998, -0.138218], [-3.204402, 0.225977, 0.592411], [-1.101772, -0.103701, -0.402824], [1.643484, -0.896354, -1.110424], [-2.770285, 0.559173, 1.541567], [-4.131782, -0.306003, 0.820114], [-3.459680, 1.126032, 0.001500], [-1.221861, 0.828121, -0.952274], [-0.541066, -0.821864, -1.045319], [-0.481709, 0.073850, 0.494039], [2.454001, 2.422246, -0.304044], [2.599909, -2.377473, -0.047722], [4.269913, -0.083719, 0.794217], [-2.351128, -0.651208, -0.086675]],
  "atomic_forces_ev_per_a": [[-0.503, -2.827, -0.654], [2.977, 1.526, 1.697], [-0.662, 3.265, -0.411], [-0.323, 0.439, 0.221], [0.519, -0.415, -0.199], [0.415, -0.262, 0.568], [0.078, 0.023, 0.021], [0.181, -0.006, -0.125], [0.180, -0.289, 0.041], [0.118, 0.261, -0.080], [-0.651, 0.381, 0.400], [-0.231, 0.095, -0.063], [0.444, -3.262, 0.354], [-0.276, 2.298, -0.322], [-2.338, -0.751, -1.234], [0.072, -0.475, -0.214]],
  "lowdin_charge": [-0.17, -0.32, -0.11, -0.14, -0.14, 0.12, 0.09, 0.09, 0.09, 0.09, 0.08, 0.09, 0.19, 0.12, 0.16, -0.23],
  "e_above_lowest_kj_mol": 413.9,
  "smiles": "N#CC(=O)C=O.COC",
  "e_lumo_ev": -2.45,
  "total_charge": 0
}


No. 5
{
  "formula": "C5H7NO3",
  "method": "ωB97M-V with the def2-TZVPD basis set",
  "elements": ["C", "C", "C", "C", "C", "H", "H", "H", "H", "H", "H", "H", "N", "O", "O", "O"],
  "positions_angstrom": [[-0.358256, 0.768976, -0.910101], [-0.120493, -0.777266, -0.608074], [0.600618, -0.564974, 0.743326], [0.340132, -0.347367, 2.224748], [-0.279203, 0.661396, 1.210316], [-1.539089, 0.926846, -3.561593], [-1.075267, -1.313542, -0.488530], [0.484887, -1.240443, -1.383807], [2.359360, -0.933162, 0.186103], [-0.424692, -0.835553, 2.822968], [1.256444, -0.128347, 2.760601], [-1.329643, 0.463230, 1.245524], [-0.794075, 1.412978, -1.913577], [-1.038292, 0.413921, -2.924965], [1.900765, -0.119257, 0.493326], [0.016802, 1.612565, 0.103734]],
  "atomic_forces_ev_per_a": [[0.493, 0.834, -0.885], [-0.429, 0.877, 0.830], [-1.914, 0.491, 0.241], [0.404, 1.002, -0.533], [1.616, -0.582, -0.127], [-0.057, -0.033, -0.249], [0.293, 0.312, -0.252], [-0.036, -0.037, -0.016], [-0.138, 0.953, 0.297], [-0.047, 0.160, -0.293], [-0.008, -0.224, -0.092], [-0.533, -0.061, -0.484], [-0.146, -2.052, -0.470], [-0.064, 0.622, 0.087], [0.827, -0.805, -0.624], [-0.260, -1.457, 2.570]],
  "lowdin_charge": [-0.35, 0.01, -0.42, 0.04, -0.13, 0.08, 0.13, 0.11, 0.13, 0.11, 0.11, 0.13, 0.09, -0.09, 0.01, 0.02],
  "e_above_lowest_kj_mol": 702.6,
  "smiles": "O/N=C1\\C[C@@]2(O)C[C@H]2O1",
  "e_lumo_ev": 0.64,
  "total_charge": 0
}


No. 6
{
  "formula": "C5H7NOS",
  "method": "ωB97M-V with the def2-TZVPD basis set",
  "elements": ["C", "C", "C", "C", "C", "H", "H", "H", "H", "H", "H", "H", "N", "O", "S"],
  "positions_angstrom": [[-0.196029, 0.800555, -0.092519], [0.778798, 0.183205, -1.121716], [0.053194, -1.148350, 0.581588], [0.389900, 0.200159, 1.205335], [-1.159690, -0.375164, 0.003310], [-1.378072, 2.278822, 0.563483], [1.814293, 0.677321, -1.228956], [0.216241, 0.266685, -2.112659], [0.634781, -1.873979, -1.305782], [0.001888, -2.092499, 1.107574], [1.455208, 0.313054, 1.386972], [-0.158078, 0.358301, 2.108539], [0.961276, -1.241273, -0.603889], [-0.645998, 2.103811, -0.234777], [-2.767706, -0.450651, -0.256502]],
  "atomic_forces_ev_per_a": [[0.090, -0.622, 0.541], [0.747, 0.955, -1.895], [-0.756, -0.647, -1.301], [1.250, -0.439, 0.306], [-1.187, -0.210, -0.120], [2.813, -0.810, -3.245], [-1.751, -0.464, 0.298], [1.067, -0.407, 0.975], [-0.436, -0.518, -0.176], [-0.269, 0.126, 0.270], [0.173, 0.327, -0.049], [-0.559, 0.295, 0.497], [-0.287, 2.303, 0.711], [-2.184, 0.286, 2.807], [1.288, -0.173, 0.380]],
  "lowdin_charge": [-0.55, -0.11, -0.26, -0.06, -0.68, 0.20, 0.14, 0.14, 0.09, 0.14, 0.13, 0.12, 0.01, -0.02, 0.72],
  "e_above_lowest_kj_mol": 281.3,
  "e_lumo_ev": -0.08,
  "total_charge": 0
}


No. 7
{
  "formula": "C5H7NOS",
  "method": "ωB97M-V with the def2-TZVPD basis set",
  "elements": ["C", "C", "C", "C", "C", "H", "H", "H", "H", "H", "H", "H", "N", "O", "S"],
  "positions_angstrom": [[-0.595437, 0.974887, -0.666167], [-0.684149, 0.452016, 0.810175], [0.029736, -0.486427, -1.090406], [1.267368, -0.312478, -0.165951], [0.787439, 0.341741, 1.105010], [-0.422309, 2.614466, -1.902684], [-1.565380, 1.015423, -1.122855], [-1.220148, 1.001506, 1.616134], [0.218419, -0.886288, -2.048495], [2.133678, 0.197013, -0.771226], [2.410922, -0.964502, 1.434748], [1.395615, 1.142001, 1.552578], [1.399523, -1.058200, 1.122842], [0.206050, 1.930268, -1.155460], [-1.201600, -1.123299, 0.166851]],
  "atomic_forces_ev_per_a": [[-1.284, -3.294, -2.069], [0.412, 1.692, 0.614], [-0.491, 1.491, 4.884], [2.137, 1.274, -0.853], [2.126, -1.384, -0.976], [3.031, -3.196, 3.729], [-0.815, 0.156, 0.136], [-0.207, -0.589, -0.906], [-0.376, -0.308, -1.017], [-1.226, -1.372, 1.646], [-1.627, -0.050, -0.427], [-0.665, -0.308, -0.261], [1.062, 1.206, -0.507], [-1.402, 5.855, -3.430], [-0.676, -1.172, -0.564]],
  "lowdin_charge": [-0.50, -0.47, -0.31, -0.34, -0.28, 0.26, 0.11, 0.13, 0.09, 0.17, 0.11, 0.15, 0.03, -0.07, 0.94],
  "e_above_lowest_kj_mol": 455.7,
  "e_lumo_ev": 0.23,
  "total_charge": 0
}


No. 8
{
  "formula": "C5H7NOS",
  "method": "ωB97M-V with the def2-TZVPD basis set",
  "elements": ["C", "C", "C", "C", "C", "N", "O", "S", "H", "H", "H", "H", "H", "H", "H"],
  "positions_angstrom": [[0.856803, -0.470959, 1.119469], [0.997491, -0.499847, -0.406436], [-0.099449, 0.296718, 1.627864], [0.099057, -0.802269, -1.346660], [-1.504065, 0.852556, -0.414767], [-0.942844, 1.126028, 0.780224], [-0.210169, 2.283350, 0.745797], [-1.672981, 1.961510, -1.566582], [1.686702, -1.027457, 1.611978], [1.919615, -0.102487, -0.762457], [-0.343033, 0.400226, 2.717813], [0.339502, -0.834213, -2.371028], [-0.926821, -1.250187, -1.131201], [-2.366380, 0.015469, -0.332889], [-0.823298, 2.840714, 0.270693]],
  "atomic_forces_ev_per_a": [[0.272, -0.204, -2.440], [-0.539, 0.003, 0.739], [-1.154, -0.968, 1.451], [-1.271, -1.811, 1.840], [-4.052, -2.011, 1.494], [1.539, -1.183, 0.724], [0.747, 0.914, 0.795], [-0.222, 0.882, -1.436], [-1.192, 0.609, 0.239], [0.867, 0.040, -0.139], [0.531, 0.050, -1.236], [0.398, 0.458, -1.079], [1.739, 0.526, -0.118], [2.578, 1.417, -0.124], [-0.240, 1.278, -0.712]],
  "lowdin_charge": [-0.04, -0.15, -0.07, -0.03, -0.77, -0.23, -0.04, 0.69, 0.12, 0.09, 0.13, 0.06, 0.09, 0.14, 0.01],
  "e_above_lowest_kj_mol": 481.9,
  "smiles": "C=C/C=C\\N(O)C=S",
  "e_lumo_ev": 0.39,
  "total_charge": 0
}


Number 1: electronic energy -10878.58187 eV. Number 2: electronic energy -21713.16127 eV. Number 3: electronic energy -21712.95995 eV. Number 4: electronic energy -12927.89390 eV. Number 5: electronic energy -12924.90229 eV. Number 6: electronic energy -19668.68695 eV. Number 7: electronic energy -19666.87978 eV. Number 8: electronic energy -19666.60841 eV.